Entry 1:
Molecular formula: C3H7ClLi2O5
Method: DFT, ωB97M-V with the def2-TZVPD basis set

Positions of all 18 atoms, in Å:
Li: 6.95 4.32 -14.80
Li: 8.56 3.34 -14.10
Cl: 10.47 2.78 -13.25
C: 8.38 5.94 -13.79
O: 8.33 4.80 -14.60
H: 9.12 6.03 -12.99
H: 8.68 6.83 -14.34
H: 7.39 6.21 -13.44
C: 5.99 2.58 -13.66
O: 7.25 3.09 -13.84
H: 5.44 2.41 -14.58
H: 5.99 1.59 -13.20
H: 5.32 3.19 -13.05
O: 10.93 3.19 -16.02
C: 9.71 2.66 -16.32
O: 9.46 2.12 -17.39
O: 8.80 2.79 -15.47
H: 10.88 3.27 -15.06

## Properties
**HOMO level**: -0.10 eV
**Net charge**: -2
**Kohn-Sham gap**: 4.4125 eV
**LUMO level**: 4.31 eV

***

Entry 2:
Molecular formula: C32H40EuN4O3PS2
Method: DFT, ωB97M-V with the def2-TZVPD basis set

Positions of all 83 atoms, in Å:
Eu: 0.34 -0.59 -0.25
O: 2.57 -0.56 -0.82
N: 3.54 -1.30 -0.32
C: 4.84 -0.98 -0.69
C: 5.92 -1.71 -0.25
C: 5.74 -2.69 0.73
C: 4.44 -3.08 1.04
C: 3.30 -2.32 0.58
S: 1.75 -2.75 1.13
H: 4.86 -0.17 -1.44
H: 6.93 -1.55 -0.70
H: 6.58 -3.24 1.17
H: 4.28 -3.99 1.55
N: -2.03 -1.97 1.71
C: -1.67 -0.94 2.51
S: -0.83 0.50 2.06
N: -2.08 -1.03 3.81
C: -3.03 -1.96 4.38
C: -4.41 -1.94 4.04
C: -5.29 -2.78 4.74
C: -4.86 -3.68 5.71
C: -3.48 -3.73 5.97
C: -2.56 -2.86 5.35
H: -1.93 -1.95 0.71
H: -2.37 -2.84 2.12
H: -1.52 -0.48 4.43
H: -4.77 -1.23 3.25
H: -6.38 -2.65 4.53
H: -5.54 -4.32 6.29
H: -3.05 -4.43 6.68
H: -1.52 -2.90 5.70
C: -4.37 -0.27 -4.43
O: -2.97 -0.21 -4.04
C: -2.56 0.46 -2.92
C: -3.38 1.03 -1.95
C: -2.87 1.97 -1.04
C: -1.51 2.20 -0.91
C: -0.68 1.39 -1.70
C: -1.15 0.48 -2.72
N: -0.26 -0.34 -3.40
C: -0.23 -1.68 -3.72
C: -1.02 -2.76 -3.27
C: -1.07 -3.89 -4.14
C: -1.48 -5.15 -3.69
C: -1.83 -5.34 -2.35
C: -1.77 -4.26 -1.45
C: -1.38 -2.96 -1.86
O: -1.34 -1.92 -1.00
H: -4.49 -1.12 -5.04
H: -4.66 0.61 -5.07
H: -5.12 -0.33 -3.59
H: -4.45 0.89 -1.98
H: -3.61 2.58 -0.56
H: -1.02 2.99 -0.29
H: 0.39 1.60 -1.72
H: 0.62 0.15 -3.64
H: 0.37 -1.91 -4.59
H: -0.88 -3.69 -5.18
H: -1.48 -5.97 -4.41
H: -2.03 -6.35 -1.99
H: -2.08 -4.42 -0.45
C: 2.60 5.66 2.47
C: 1.84 4.38 2.10
P: 2.07 3.68 0.39
C: 1.76 5.06 -0.80
C: 1.49 4.67 -2.25
C: 3.89 3.34 0.32
C: 4.85 4.52 0.29
H: 2.67 6.32 1.58
H: 3.58 5.43 2.89
H: 2.01 6.20 3.25
H: 0.74 4.57 2.04
H: 1.93 3.61 2.83
H: 2.58 5.80 -0.76
H: 0.85 5.61 -0.44
H: 1.24 5.60 -2.82
H: 0.65 4.05 -2.31
H: 2.29 4.14 -2.77
H: 4.00 2.68 -0.58
H: 4.14 2.70 1.18
H: 4.72 5.09 -0.66
H: 5.88 4.13 0.27
H: 4.81 5.15 1.15

## Properties
**HOMO level (alpha / beta)**: -9.13 / -9.65 eV
**Net charge**: +1
**Multiplicity**: 8
**Kohn-Sham gap (alpha / beta)**: 5.0638 / 5.6124 eV
**LUMO level (alpha / beta)**: -4.07 / -4.03 eV

***

Entry 3:
Molecular formula: C5H5Cl4N
Method: DFT, ωB97M-V with the def2-TZVPD basis set

Positions of all 15 atoms, in Å:
C: -0.40 -0.28 -1.43
C: -1.67 0.00 -1.31
C: 0.38 0.04 -0.11
C: -0.90 0.62 0.73
C: -1.95 2.54 -0.87
N: -1.99 0.81 -0.21
Cl: -3.01 -0.27 -2.43
Cl: -3.48 2.68 -1.59
Cl: -1.65 3.65 0.38
Cl: -0.71 2.62 -2.11
H: -0.10 -0.85 -2.32
H: 0.84 -0.74 0.53
H: 1.14 0.72 -0.37
H: -1.32 -0.07 1.47
H: -0.76 1.63 1.22

## Properties
**HOMO level**: -8.91 eV
**Kohn-Sham gap**: 9.3439 eV
**LUMO level**: 0.44 eV

***

Entry 4:
Molecular formula: C8H13NO3
Method: DFT, ωB97M-V with the def2-TZVPD basis set

Positions of all 25 atoms, in Å:
C: -3.29 1.54 -0.05
C: -2.13 0.56 0.01
C: -2.07 -0.94 -0.02
O: -3.13 -1.73 -0.02
O: -0.75 -1.24 0.00
C: 0.00 -0.11 -0.04
C: 1.56 -0.22 -0.02
C: 2.14 0.62 -1.12
C: 1.88 -1.70 -0.10
C: 1.91 0.22 1.42
N: -0.76 0.98 -0.12
O: -0.31 2.16 -0.07
H: -3.73 1.41 0.88
H: -2.85 2.59 -0.23
H: -4.02 1.14 -0.82
H: -2.84 -2.54 -0.29
H: 3.10 0.95 -0.94
H: 2.11 -0.05 -1.98
H: 1.47 1.53 -1.32
H: 1.22 -2.38 -0.60
H: 2.79 -1.72 -0.63
H: 2.04 -2.10 0.89
H: 2.83 -0.17 1.72
H: 1.81 1.34 1.45
H: 1.04 -0.16 2.01

## Properties
**HOMO level**: -7.85 eV
**Kohn-Sham gap**: 8.1904 eV
**LUMO level**: 0.34 eV

***

Entry 5:
Molecular formula: CH6N2O
Method: DFT, ωB97M-V with the def2-TZVPD basis set

Positions of all 10 atoms, in Å:
N: 0.55 -1.34 0.23
C: 0.20 -0.59 -0.82
N: -1.01 -0.15 -0.79
H: -0.13 -1.45 0.97
H: 1.53 -1.38 0.50
H: 1.09 -0.38 -1.38
H: -1.38 0.46 -1.51
H: -0.49 1.87 0.39
H: -0.36 1.34 1.73
O: 0.22 1.70 1.04

## Properties
**HOMO level (alpha / beta)**: -16.14 / -16.01 eV
**Net charge**: +1
**Multiplicity**: 2
**Kohn-Sham gap (alpha / beta)**: 11.4207 / 6.8155 eV
**LUMO level (alpha / beta)**: -4.72 / -9.19 eV

***

Entry 6:
Molecular formula: C2H7Cl3Si2
Method: DFT, ωB97M-V with the def2-TZVPD basis set

Positions of all 14 atoms, in Å:
C: 1.31 -0.08 -1.25
C: -1.83 0.45 1.51
Si: 0.06 -1.49 -1.04
Si: -2.55 -0.13 -0.16
Cl: -4.38 1.25 -0.40
Cl: -3.55 -1.89 0.16
Cl: 0.59 -2.78 0.41
H: 2.03 -0.32 -2.02
H: 0.82 0.85 -1.53
H: 1.87 0.10 -0.33
H: -1.28 1.38 1.43
H: -2.60 0.58 2.26
H: -1.14 -0.31 1.87
H: -0.25 -2.21 -2.26

## Properties
**HOMO level**: -8.69 eV
**Kohn-Sham gap**: 7.2593 eV
**LUMO level**: -1.44 eV

***

Entry 7:
Molecular formula: C18H55N3O11
Method: DFT, ωB97M-V with the def2-TZVPD basis set

Positions of all 87 atoms, in Å:
C: -8.94 -10.66 1.15
O: -9.88 -11.19 0.25
C: -11.24 -10.92 0.56
C: -12.17 -11.61 -0.52
N: -12.13 -13.09 -0.31
C: -12.81 -13.71 -1.45
C: -12.52 -15.18 -1.61
O: -11.08 -15.25 -1.82
C: -10.63 -16.62 -1.90
H: -8.86 -11.16 2.12
H: -9.03 -9.59 1.36
H: -7.93 -10.77 0.76
H: -11.54 -9.88 0.55
H: -11.50 -11.18 1.59
H: -11.86 -11.39 -1.54
H: -13.23 -11.34 -0.52
H: -11.14 -13.25 -0.42
H: -12.49 -13.19 -2.36
H: -13.88 -13.49 -1.36
H: -13.03 -15.69 -2.43
H: -12.74 -15.76 -0.71
H: -9.63 -16.54 -2.32
H: -11.13 -17.22 -2.66
H: -10.77 -17.15 -0.95
C: -20.41 -15.13 3.05
O: -21.23 -14.27 3.78
C: -20.57 -13.02 3.89
C: -21.49 -12.01 4.55
N: -22.42 -11.42 3.56
C: -23.02 -10.29 4.20
C: -24.43 -10.03 3.58
O: -25.40 -11.00 4.12
C: -26.45 -11.46 3.26
H: -20.02 -14.91 2.06
H: -21.19 -15.90 3.01
H: -19.55 -15.58 3.53
H: -20.18 -12.53 2.99
H: -19.69 -13.23 4.49
H: -20.85 -11.26 5.02
H: -21.99 -12.49 5.39
H: -21.83 -11.04 2.84
H: -22.45 -9.36 4.16
H: -23.24 -10.52 5.25
H: -24.39 -10.00 2.49
H: -24.84 -9.08 3.92
H: -27.01 -10.59 2.92
H: -27.24 -11.82 3.92
H: -26.08 -12.07 2.43
C: -15.66 -4.22 7.46
O: -16.81 -3.60 8.06
C: -17.81 -3.10 7.17
C: -18.95 -2.41 8.03
N: -18.30 -1.41 8.86
C: -19.12 -0.86 9.95
C: -20.12 0.28 9.54
O: -20.97 0.61 10.60
C: -22.03 -0.35 10.82
H: -15.00 -4.55 8.25
H: -15.17 -3.50 6.80
H: -15.91 -5.07 6.83
H: -18.19 -3.97 6.63
H: -17.31 -2.40 6.51
H: -19.41 -3.13 8.71
H: -19.65 -1.94 7.34
H: -17.46 -1.87 9.16
H: -18.43 -0.28 10.56
H: -19.51 -1.60 10.66
H: -20.78 0.03 8.72
H: -19.49 1.14 9.31
H: -21.65 -1.34 11.08
H: -22.66 -0.45 9.94
H: -22.66 -0.20 11.70
O: -15.40 -9.56 9.04
H: -15.39 -9.66 8.09
H: -16.33 -9.53 9.27
O: -12.91 -14.48 7.71
H: -12.35 -13.84 8.15
H: -13.57 -13.94 7.26
O: -14.39 -15.39 3.02
H: -13.84 -15.00 2.33
H: -13.80 -15.98 3.49
O: -15.10 -11.15 4.99
H: -15.39 -10.54 4.31
H: -14.82 -11.93 4.52
O: -17.11 -8.68 2.16
H: -17.96 -8.68 1.72
H: -16.75 -7.81 1.97

## Properties
**HOMO level**: -8.76 eV
**Kohn-Sham gap**: 8.7307 eV
**LUMO level**: -0.03 eV

***

Entry 8:
Molecular formula: H4NS
Method: DFT, ωB97M-V with the def2-TZVPD basis set

Positions of all 6 atoms, in Å:
S: -0.39 -0.30 -1.53
H: -0.47 0.24 -2.74
N: 0.35 0.17 1.15
H: -0.24 0.13 1.94
H: 0.84 -0.71 0.93
H: -0.10 0.47 0.26

## Properties
**HOMO level**: -2.64 eV
**Net charge**: -1
**Kohn-Sham gap**: 7.5133 eV
**LUMO level**: 4.87 eV

***

Entry 9:
Molecular formula: C4H11N3O
Method: DFT, ωB97M-V with the def2-TZVPD basis set

Positions of all 19 atoms, in Å:
N: -1.14 -1.67 2.37
C: -1.39 -0.41 1.68
C: -1.06 -0.57 0.20
N: 0.37 -0.65 -0.04
C: 1.17 0.38 -0.42
O: 2.31 0.50 -0.02
C: 0.81 1.27 -1.62
N: -0.56 1.27 -2.15
H: -1.42 -2.46 1.79
H: -1.52 -1.81 3.29
H: -2.42 -0.06 1.82
H: -0.70 0.33 2.01
H: -1.54 0.25 -0.33
H: -1.57 -1.44 -0.23
H: 0.75 -1.30 0.64
H: 1.04 2.27 -1.34
H: 1.51 0.92 -2.38
H: -0.83 0.33 -2.40
H: -0.62 1.89 -2.94

## Properties
**HOMO level**: -9.37 eV
**Kohn-Sham gap**: 10.2922 eV
**LUMO level**: 0.92 eV

***

Entry 10:
Molecular formula: C4H5InNO4
Method: DFT, ωB97M-V with the def2-TZVPD basis set

Positions of all 15 atoms, in Å:
In: -0.02 0.15 0.05
C: 1.40 -1.40 1.28
O: 2.07 -2.15 1.86
C: -1.03 -1.88 -1.03
O: -1.43 -2.88 -1.45
C: 1.54 0.03 -1.82
O: 2.44 0.06 -2.53
C: -1.65 0.04 1.74
O: -2.37 -0.16 2.59
H: -1.13 1.60 -1.00
H: -1.41 0.92 -1.27
N: 1.33 2.07 0.59
H: 2.19 1.61 0.77
H: 0.75 2.37 1.41
H: 1.20 2.58 -0.26

## Properties
**HOMO level**: -25.78 eV
**Net charge**: +3
**Kohn-Sham gap**: 10.9790 eV
**LUMO level**: -14.80 eV

***

Entry 11:
Molecular formula: C8H15NO2
Method: DFT, ωB97M-V with the def2-TZVPD basis set

Positions of all 26 atoms, in Å:
C: -1.81 1.39 0.11
C: -0.53 1.33 0.27
C: 0.44 2.24 -0.45
C: 0.12 0.24 1.06
C: -0.42 0.30 2.53
C: -0.23 -1.17 0.55
C: 0.36 -1.46 -0.81
C: 1.84 -1.61 -0.69
N: -0.09 -1.37 -2.04
O: 0.56 -1.61 -3.09
O: -1.43 -1.01 -2.06
H: -2.27 2.02 -0.50
H: -2.47 0.67 0.47
H: -0.15 2.79 -1.25
H: 1.39 1.87 -0.80
H: 0.73 3.06 0.25
H: 1.26 0.26 1.02
H: -1.46 0.35 2.59
H: 0.17 1.13 3.01
H: -0.07 -0.63 2.94
H: 0.26 -1.88 1.29
H: -1.31 -1.38 0.70
H: 2.27 -2.43 -0.06
H: 2.17 -0.59 -0.41
H: 2.22 -1.72 -1.66
H: -1.54 -0.79 -2.94

## Properties
**HOMO level**: -8.43 eV
**Kohn-Sham gap**: 9.2777 eV
**LUMO level**: 0.84 eV

***

Entry 12:
Molecular formula: C22H34HfN2O6P2
Method: DFT, ωB97M-V with the def2-TZVPD basis set

Positions of all 67 atoms, in Å:
P: -0.71 -1.36 -3.02
P: 0.17 1.63 -4.53
C: -0.58 -1.16 -4.87
C: 0.25 0.02 -5.40
H: -1.59 -1.16 -5.33
H: -0.09 -2.09 -5.22
H: 1.31 -0.27 -5.45
H: -0.07 0.21 -6.44
C: -0.38 2.59 -6.04
H: -0.94 3.52 -5.84
H: -1.00 1.98 -6.71
H: 0.52 2.88 -6.60
C: 1.93 2.12 -4.54
H: 2.18 2.35 -5.58
H: 2.58 1.30 -4.20
H: 2.12 3.02 -3.94
C: -1.76 -2.90 -3.18
H: -1.77 -3.44 -2.23
H: -1.32 -3.55 -3.95
H: -2.80 -2.70 -3.50
C: 2.30 -2.31 -3.64
H: 2.89 -1.73 -4.36
H: 1.74 -3.12 -4.12
H: 2.93 -2.77 -2.82
Hf: 1.52 -1.56 -1.76
C: -0.63 3.51 -3.50
C: -2.01 3.22 -3.44
C: -2.81 2.20 -4.15
C: -2.78 0.76 -3.55
C: -1.59 0.44 -2.68
C: -0.21 1.11 -2.88
C: 0.31 2.01 -1.75
C: 0.15 3.46 -2.18
C: 0.54 -3.21 -0.92
H: -0.25 4.26 -4.19
H: -2.61 3.89 -2.77
H: -2.53 2.14 -5.20
H: -3.86 2.53 -4.12
H: -3.68 0.70 -2.90
H: -2.94 0.01 -4.35
H: -1.88 0.39 -1.61
H: 0.64 0.33 -2.92
H: 1.37 1.80 -1.57
H: -0.13 1.74 -0.78
H: -0.39 3.98 -1.38
H: 1.13 3.94 -2.26
H: 1.37 -3.47 -0.25
H: 0.33 -3.98 -1.68
H: -0.34 -2.93 -0.34
O: 0.34 -0.47 -0.10
C: 1.41 -0.30 0.58
O: 2.53 -0.66 0.00
C: 1.24 0.24 1.94
C: -0.02 0.81 2.19
C: -0.30 1.34 3.46
C: 0.67 1.32 4.47
C: 1.92 0.75 4.21
C: 2.22 0.20 2.94
N: 2.92 0.73 5.24
O: 2.65 1.29 6.33
O: 4.01 0.16 5.02
N: -1.61 1.90 3.69
O: -2.43 1.84 2.74
O: -1.87 2.42 4.79
H: -0.78 0.79 1.41
H: 0.45 1.75 5.44
H: 3.19 -0.26 2.76

## Properties
**HOMO level**: -14.47 eV
**Net charge**: +2
**Kohn-Sham gap**: 6.6306 eV
**LUMO level**: -7.84 eV

***

Entry 13:
Molecular formula: C36H47Cl5NO4PSr
Method: DFT, ωB97M-V with the def2-TZVPD basis set

Positions of all 95 atoms, in Å:
Sr: -0.10 1.00 0.47
C: -0.49 1.80 3.77
C: -1.59 2.83 3.61
O: -1.92 2.85 2.24
C: -3.07 3.58 1.91
C: -3.44 3.26 0.47
O: -3.24 1.88 0.17
C: -4.12 1.03 0.89
C: -3.70 -0.39 0.63
O: -2.35 -0.64 1.01
C: -2.15 -1.15 2.33
C: -1.90 -0.08 3.36
O: -0.75 0.65 2.96
H: -0.37 1.52 4.82
H: 0.47 2.20 3.42
H: -1.22 3.81 3.95
H: -2.48 2.59 4.20
H: -2.90 4.66 2.00
H: -3.88 3.32 2.61
H: -2.83 3.81 -0.23
H: -4.49 3.54 0.31
H: -5.16 1.16 0.55
H: -4.09 1.26 1.96
H: -3.76 -0.58 -0.44
H: -4.37 -1.08 1.14
H: -1.28 -1.80 2.28
H: -3.01 -1.76 2.64
H: -1.72 -0.56 4.33
H: -2.75 0.59 3.46
C: -2.06 -1.98 -2.48
C: -1.60 -0.74 -3.25
C: -2.75 0.25 -3.43
P: -0.22 0.11 -2.38
C: 0.37 1.36 -3.64
C: 0.26 1.02 -5.13
C: 1.79 1.82 -3.33
C: 1.08 -1.16 -2.21
C: 1.63 -1.73 -3.37
C: 2.59 -2.73 -3.36
C: 3.15 -3.32 -4.63
C: 3.01 -3.17 -2.10
C: 2.49 -2.65 -0.94
C: 1.50 -1.63 -0.94
N: 0.99 -1.14 0.25
C: 1.08 -1.96 1.39
C: 0.44 -3.23 1.44
C: -0.31 -3.75 0.25
C: 0.44 -3.97 2.62
C: 1.03 -3.50 3.79
C: 0.98 -4.29 5.07
C: 1.65 -2.26 3.73
C: 1.70 -1.51 2.57
C: 2.49 -0.22 2.57
H: -2.91 -2.44 -2.99
H: -2.37 -1.72 -1.47
H: -1.26 -2.72 -2.40
H: -1.23 -1.06 -4.22
H: -3.11 0.60 -2.46
H: -3.59 -0.23 -3.95
H: -2.47 1.13 -4.01
H: -0.30 2.20 -3.45
H: 0.99 0.27 -5.43
H: 0.48 1.92 -5.71
H: -0.73 0.67 -5.44
H: 2.51 1.02 -3.49
H: 1.89 2.15 -2.29
H: 2.06 2.66 -3.97
H: 1.28 -1.38 -4.34
H: 2.76 -2.80 -5.51
H: 2.89 -4.38 -4.73
H: 4.23 -3.25 -4.66
H: 3.76 -3.94 -2.04
H: 2.84 -3.02 0.01
H: -0.91 -2.95 -0.19
H: -0.96 -4.57 0.54
H: 0.36 -4.10 -0.54
H: -0.06 -4.93 2.62
H: 0.80 -5.35 4.88
H: 0.18 -3.95 5.73
H: 1.91 -4.21 5.63
H: 2.15 -1.88 4.62
H: 2.89 -0.01 3.57
H: 1.90 0.65 2.27
H: 3.32 -0.27 1.87
Cl: 3.74 1.13 -0.36
C: 3.14 2.77 -0.14
C: 1.78 2.95 0.08
C: 1.38 4.27 0.05
Cl: -0.37 4.59 0.15
C: 2.23 5.36 -0.08
Cl: 1.62 6.99 -0.08
C: 3.59 5.13 -0.22
Cl: 4.69 6.45 -0.36
C: 4.06 3.81 -0.27
Cl: 5.75 3.52 -0.50

## Properties
**HOMO level**: -6.37 eV
**Kohn-Sham gap**: 6.3721 eV
**LUMO level**: 0.00 eV

***

E list, top to bottom, in eV: -26393.14117 -96217.95744 -56843.21791 -16135.29206 -6152.27537 -55512.63867 -46544.01608 -12390.91594 -10844.01123 -19045.32887 -14119.34897 -58489.28604 -120512.85131
Molar mass list, top to bottom, in Da: 172.42 775.77 220.91 171.20 62.07 193.61 489.65 50.11 117.15 245.91 157.21 662.96 853.63
Max |F| list, top to bottom, in Eh/bohr: 0.2486 0.0687 0.0677 0.1692 0.0542 0.0553 0.0626 0.0359 0.0209 0.1167 0.0843 0.0740 0.0160